No. 1
The following is a DFT calculation (wB97M-V/def2-TZVPD) of C44H38N10Si2W as an isolated structure.

Element x y z (Å)
W: 0.251 -0.168 -0.139
C: 3.517 1.377 5.519
C: 2.237 1.700 5.994
C: 1.141 1.690 5.151
C: 1.359 1.329 3.827
C: 0.446 1.245 2.693
N: -0.779 1.712 2.768
C: -1.585 1.542 1.715
C: -2.653 2.499 1.437
C: -3.430 3.014 2.451
C: -4.443 3.925 2.188
C: -4.656 4.383 0.854
C: -3.876 3.960 -0.162
C: -2.772 2.974 0.012
C: -1.805 0.298 -0.370
N: -2.223 -1.558 -1.783
C: -1.281 -1.222 -2.593
N: -0.072 -0.678 -2.197
C: 0.673 -0.429 -3.333
N: 1.870 0.017 -3.385
C: 2.588 0.254 -2.265
N: 2.182 0.263 -0.928
C: 3.348 0.453 -0.174
N: 3.483 0.568 1.147
C: 2.481 0.727 1.941
N: 1.137 0.779 1.583
C: 2.623 1.011 3.358
C: 3.731 1.038 4.196
C: 4.464 0.551 -1.037
C: 5.836 0.736 -0.780
C: 6.677 0.806 -1.857
C: 6.187 0.706 -3.189
C: 4.856 0.533 -3.447
C: 3.981 0.458 -2.344
C: -0.120 -0.811 -4.517
C: 0.163 -0.746 -5.869
C: -0.808 -1.212 -6.746
C: -2.018 -1.731 -6.281
C: -2.295 -1.797 -4.922
C: -1.322 -1.328 -4.058
N: -1.355 0.533 0.908
H: 4.352 1.396 6.206
H: 2.111 1.964 7.035
H: 0.151 1.948 5.500
H: -3.245 2.672 3.462
H: -5.063 4.296 2.991
H: -5.442 5.103 0.665
H: -4.025 4.361 -1.159
H: 4.715 0.793 3.820
H: 6.200 0.817 0.234
H: 7.740 0.939 -1.700
H: 6.889 0.768 -4.010
H: 4.476 0.455 -4.456
H: 1.104 -0.346 -6.220
H: -0.624 -1.176 -7.811
H: -2.750 -2.086 -6.994
H: -3.227 -2.200 -4.551
C: 2.839 -2.747 0.036
Si: 1.556 -2.888 1.395
C: 2.293 -2.440 3.065
C: 0.991 -4.678 1.431
N: 0.162 -1.871 1.009
C: -1.099 -2.264 1.441
C: -1.374 -2.966 2.621
C: -2.657 -3.415 2.882
C: -3.705 -3.173 1.998
C: -3.465 -2.430 0.852
C: -2.186 -1.964 0.617
N: -1.845 -1.138 -0.496
Si: -3.105 1.447 -1.097
C: -4.756 0.695 -0.681
C: -1.423 3.595 -0.446
C: -2.948 1.829 -2.909
H: 3.659 -2.076 0.284
H: 2.404 -2.412 -0.909
H: 3.262 -3.737 -0.143
H: 3.217 -1.871 2.957
H: 2.519 -3.337 3.645
H: 1.602 -1.830 3.651
H: 1.867 -5.313 1.279
H: 0.287 -4.883 0.621
H: 0.523 -4.980 2.365
H: -0.582 -3.156 3.333
H: -2.844 -3.963 3.796
H: -4.700 -3.535 2.213
H: -4.254 -2.204 0.148
H: -4.790 0.372 0.361
H: -4.960 -0.167 -1.318
H: -5.550 1.428 -0.835
H: -1.148 4.419 0.214
H: -1.498 3.980 -1.463
H: -0.609 2.860 -0.421
H: -3.077 0.917 -3.496
H: -1.979 2.258 -3.165
H: -3.727 2.532 -3.211

Computed properties:
Kohn-Sham gap (spin up / spin down)   5.041 / 4.729 eV
LUMO level (spin up / spin down)   -0.980 / -1.355 eV
Spin multiplicity   3


No. 2
The following is a DFT calculation (wB97M-V/def2-TZVPD) of a 2-piece molecular cluster, C44H38N3 overall.

Element x y z (Å)
C: 3.615 -4.860 5.798
C: 3.366 -3.674 4.912
C: 2.246 -2.863 5.131
C: 2.021 -1.726 4.359
C: 2.927 -1.386 3.324
N: 2.641 -0.348 2.470
C: 4.069 -2.193 3.114
C: 4.266 -3.332 3.893
H: 4.493 -5.416 5.461
H: 3.789 -4.541 6.833
H: 2.758 -5.543 5.811
H: 1.549 -3.131 5.927
H: 1.146 -1.098 4.535
H: 3.393 0.047 1.920
H: 1.936 0.325 2.748
H: 4.778 -1.922 2.327
H: 5.135 -3.971 3.724
C: -5.880 -2.572 3.906
C: -4.872 -3.535 4.037
C: -4.005 -3.779 2.971
C: -4.148 -3.063 1.777
N: -3.238 -3.327 0.713
C: -3.662 -4.187 -0.340
C: -4.351 -3.660 -1.439
C: -4.870 -4.514 -2.416
C: -4.658 -5.895 -2.322
C: -3.931 -6.417 -1.248
C: -3.437 -5.563 -0.255
C: -2.036 -2.593 0.630
C: -0.797 -3.264 0.642
C: 0.382 -2.546 0.555
C: 0.365 -1.136 0.307
C: 1.544 -0.393 0.041
C: 1.547 0.859 -0.673
C: 2.455 1.894 -0.301
C: 2.507 3.101 -0.972
C: 1.720 3.307 -2.124
N: 1.843 4.500 -2.831
C: 1.320 4.641 -4.152
C: 0.123 5.338 -4.346
C: -0.387 5.499 -5.636
C: 0.339 5.026 -6.737
C: 1.547 4.343 -6.546
C: 2.026 4.132 -5.251
C: 2.289 5.690 -2.175
C: 3.521 6.262 -2.516
C: 3.955 7.415 -1.859
C: 3.131 8.036 -0.912
C: 1.880 7.485 -0.606
C: 1.473 6.297 -1.216
C: 0.841 2.290 -2.549
C: 0.702 1.129 -1.799
C: -0.907 -0.486 0.326
C: -2.080 -1.198 0.515
C: -5.178 -2.136 1.626
C: -6.037 -1.877 2.701
H: -6.555 -2.374 4.740
H: -4.750 -4.099 4.965
H: -3.208 -4.523 3.027
H: -4.490 -2.580 -1.490
H: -5.435 -4.092 -3.250
H: -5.057 -6.561 -3.089
H: -3.741 -7.490 -1.174
H: -2.884 -5.942 0.604
H: -0.807 -4.349 0.765
H: 1.340 -3.060 0.633
H: 2.502 -0.878 0.223
H: 3.104 1.732 0.560
H: 3.172 3.900 -0.636
H: -0.403 5.732 -3.475
H: -1.350 5.998 -5.774
H: -0.036 5.192 -7.749
H: 2.120 3.967 -7.400
H: 2.958 3.597 -5.066
H: 4.132 5.774 -3.278
H: 4.941 7.827 -2.090
H: 3.460 8.951 -0.416
H: 1.215 7.971 0.111
H: 0.516 5.832 -0.975
H: 0.259 2.449 -3.463
H: -0.052 0.404 -2.105
H: -0.964 0.594 0.188
H: -3.049 -0.692 0.548
H: -5.282 -1.624 0.668
H: -6.823 -1.128 2.583

Computed properties:
Kohn-Sham gap   5.361 eV
Charge   +1
Energy relative to the best compared isomer or geometry (same formula, charge and spin)   0.0 kcal/mol
LUMO level   -4.577 eV
Spin multiplicity   1


No. 3
The following is a DFT calculation (wB97M-V/def2-TZVPD) of C44H38N4O4P2Pt as an isolated structure.

Element x y z (Å)
Pt: 0.697 0.740 -0.381
O: 5.279 -1.270 4.281
C: 4.133 -1.045 4.513
O: 3.398 -1.055 5.574
C: 3.148 -0.634 3.376
C: 3.424 -1.204 2.142
C: 2.646 -0.813 1.068
N: 1.664 0.076 1.243
C: 1.391 0.640 2.419
C: 2.132 0.293 3.540
C: 0.260 1.585 2.367
C: -0.247 2.187 3.500
C: -1.384 2.976 3.406
C: -1.988 3.108 2.173
C: -1.415 2.488 1.076
N: -0.297 1.769 1.141
C: 2.805 -1.244 -0.334
C: 3.683 -2.239 -0.709
C: 3.799 -2.582 -2.049
C: 3.033 -1.899 -2.971
C: 2.167 -0.913 -2.528
N: 2.031 -0.588 -1.243
H: 4.252 -1.890 2.042
H: 1.940 0.735 4.505
H: 0.228 2.029 4.457
H: -1.793 3.455 4.285
H: -2.896 3.679 2.041
H: -1.884 2.547 0.114
H: 4.273 -2.748 0.038
H: 4.481 -3.363 -2.357
H: 3.087 -2.114 -4.028
H: 1.563 -0.365 -3.233
N: -1.595 -0.987 2.478
C: -2.133 -2.150 1.754
C: -2.996 -1.709 0.577
C: -2.170 -0.972 -0.458
O: -1.297 -1.562 -1.081
O: -2.405 0.313 -0.596
H: -1.180 -1.305 3.348
H: -2.366 -0.385 2.750
H: -2.726 -2.810 2.392
H: -1.294 -2.732 1.368
H: -3.828 -1.087 0.911
H: -3.398 -2.609 0.107
C: -1.862 2.519 -2.293
P: -0.218 1.689 -2.301
C: 0.933 3.064 -2.603
C: 2.129 2.804 -3.275
C: 3.087 3.795 -3.407
C: 2.867 5.054 -2.863
C: 1.687 5.316 -2.184
C: 0.726 4.325 -2.049
C: -0.331 0.785 -3.872
C: -0.177 1.483 -5.071
C: -0.353 0.827 -6.280
C: -0.686 -0.521 -6.298
C: -0.863 -1.211 -5.106
C: -0.695 -0.561 -3.893
P: -3.379 1.550 -1.947
C: -4.694 2.777 -1.985
C: -4.510 4.088 -1.532
C: -5.584 4.959 -1.461
C: -6.855 4.530 -1.819
C: -7.052 3.224 -2.249
C: -5.984 2.348 -2.324
C: -3.734 0.432 -3.306
C: -4.058 -0.898 -3.058
C: -4.444 -1.721 -4.107
C: -4.509 -1.215 -5.396
C: -4.193 0.116 -5.645
C: -3.813 0.942 -4.603
H: -1.970 2.965 -3.286
H: -1.835 3.359 -1.600
H: 2.307 1.831 -3.716
H: 4.005 3.588 -3.940
H: 3.613 5.829 -2.972
H: 1.511 6.296 -1.761
H: -0.183 4.556 -1.507
H: 0.092 2.532 -5.071
H: -0.223 1.370 -7.207
H: -0.813 -1.032 -7.244
H: -1.141 -2.256 -5.117
H: -0.844 -1.094 -2.960
H: -3.530 4.453 -1.250
H: -5.429 5.978 -1.131
H: -7.692 5.213 -1.763
H: -8.041 2.888 -2.528
H: -6.147 1.332 -2.663
H: -4.026 -1.292 -2.053
H: -4.704 -2.753 -3.913
H: -4.818 -1.856 -6.212
H: -4.256 0.511 -6.650
H: -3.594 1.985 -4.800

Computed properties:
Kohn-Sham gap   2.445 eV
Charge   +2
Energy relative to the best compared isomer or geometry (same formula, charge and spin)   7.3 kcal/mol
LUMO level   -8.644 eV
Spin multiplicity   1


No. 4
The following is a DFT calculation (wB97M-V/def2-TZVPD) of C44H39CaN6O5P2SSe2 as an isolated structure.

Element x y z (Å)
Ca: -0.041 2.236 -0.696
O: 3.909 4.038 -1.844
C: 2.680 3.741 -1.461
O: 1.996 2.870 -1.951
C: 2.192 4.582 -0.315
C: 2.921 5.566 0.331
C: 2.313 6.216 1.398
C: 1.039 5.845 1.800
C: 0.403 4.828 1.105
N: 0.963 4.253 0.053
C: -0.950 4.229 1.417
O: -1.587 4.588 2.511
O: -1.466 3.471 0.622
H: 4.168 3.443 -2.564
H: 3.923 5.812 0.012
H: 2.839 7.002 1.921
H: 0.570 6.346 2.637
H: -0.994 4.971 3.171
Se: -0.267 -0.046 6.344
P: 0.987 -0.759 4.824
C: 2.755 -0.700 5.254
C: 3.456 0.489 5.043
C: 4.782 0.596 5.428
C: 5.421 -0.475 6.041
C: 4.719 -1.646 6.284
C: 3.390 -1.757 5.897
C: 0.642 -2.486 4.368
C: -0.622 -2.998 4.648
C: -0.907 -4.332 4.402
C: 0.069 -5.173 3.888
C: 1.331 -4.672 3.605
C: 1.616 -3.337 3.843
C: 0.869 0.305 3.334
C: 0.887 0.185 1.944
N: 0.743 1.429 1.441
N: 0.656 2.270 2.464
N: 0.728 1.626 3.599
P: 0.920 -1.158 0.768
Se: 0.859 -0.467 -1.276
C: 2.476 -2.038 0.973
C: 2.760 -3.154 0.184
C: 3.965 -3.817 0.338
C: 4.907 -3.354 1.251
C: 4.650 -2.214 1.996
C: 3.437 -1.554 1.854
C: -0.523 -2.173 1.147
C: -0.573 -3.529 0.840
C: -1.762 -4.227 0.977
C: -2.907 -3.578 1.417
C: -2.859 -2.228 1.735
C: -1.673 -1.526 1.600
H: 2.957 1.336 4.589
H: 5.317 1.522 5.259
H: 6.456 -0.389 6.345
H: 5.201 -2.476 6.784
H: 2.852 -2.669 6.116
H: -1.367 -2.348 5.091
H: -1.893 -4.718 4.631
H: -0.152 -6.219 3.715
H: 2.103 -5.323 3.213
H: 2.614 -2.977 3.646
H: 2.057 -3.490 -0.568
H: 4.178 -4.688 -0.268
H: 5.849 -3.876 1.364
H: 5.383 -1.835 2.697
H: 3.248 -0.666 2.442
H: 0.308 -4.053 0.496
H: -1.792 -5.282 0.739
H: -3.833 -4.127 1.523
H: -3.745 -1.720 2.094
H: -1.649 -0.473 1.851
C: -3.174 2.792 -7.940
C: -3.986 3.265 -6.739
C: -3.179 3.350 -5.453
N: -2.725 2.015 -5.067
C: -2.146 1.712 -3.920
S: -1.781 2.934 -2.801
N: -1.856 0.399 -3.648
C: -2.175 -0.795 -4.337
O: -1.426 -1.732 -4.238
C: -3.454 -0.865 -5.099
C: -4.640 -0.367 -4.561
C: -5.822 -0.499 -5.271
C: -5.815 -1.105 -6.521
C: -4.634 -1.601 -7.056
C: -3.452 -1.495 -6.339
H: -3.775 2.820 -8.848
H: -2.821 1.763 -7.829
H: -2.299 3.425 -8.096
H: -4.845 2.607 -6.576
H: -4.395 4.256 -6.936
H: -3.776 3.761 -4.638
H: -2.306 3.994 -5.575
H: -2.950 1.263 -5.702
H: -1.191 0.237 -2.901
H: -4.634 0.111 -3.588
H: -6.748 -0.131 -4.850
H: -6.739 -1.200 -7.077
H: -4.636 -2.080 -8.026
H: -2.525 -1.901 -6.725

Computed properties:
Kohn-Sham gap   5.938 eV
Charge   +1
Energy relative to the best compared isomer or geometry (same formula, charge and spin)   8.5 kcal/mol
LUMO level   -3.366 eV
Spin multiplicity   1


No. 5
The following is a DFT calculation (wB97M-V/def2-TZVPD) of C44H40Cl3FeN2O4Te as an isolated structure.

Element x y z (Å)
Fe: 0.087 -1.236 0.565
C: 2.683 4.098 -3.729
C: 2.042 3.170 -2.721
C: 1.508 3.642 -1.534
C: 0.977 2.801 -0.558
C: 0.358 3.385 0.657
O: 0.312 2.837 1.735
C: -0.308 4.745 0.536
C: -0.258 5.590 1.643
C: -0.889 6.825 1.615
C: -1.598 7.216 0.485
C: -1.680 6.365 -0.609
C: -1.031 5.136 -0.587
C: 1.023 1.378 -0.745
O: 0.766 0.550 0.173
C: 1.378 0.910 -2.061
C: 1.928 1.811 -2.971
C: 1.062 -0.465 -2.533
N: 0.350 -1.338 -1.901
C: -0.223 -2.442 -2.692
C: -1.750 -2.363 -2.627
Te: -2.536 -0.530 -3.434
C: -3.191 0.184 -1.556
C: -4.425 -0.212 -1.047
C: -4.840 0.243 0.199
C: -4.025 1.094 0.938
C: -2.792 1.486 0.434
C: -2.377 1.036 -0.814
C: 1.555 -0.791 -3.922
C: 0.961 -0.271 -5.067
C: 1.428 -0.632 -6.324
C: 2.496 -1.513 -6.447
C: 3.095 -2.032 -5.306
C: 2.625 -1.672 -4.049
H: 2.495 5.141 -3.470
H: 2.294 3.921 -4.735
H: 3.767 3.956 -3.771
H: 1.532 4.708 -1.335
H: 0.279 5.250 2.520
H: -0.838 7.481 2.477
H: -2.091 8.182 0.459
H: -2.255 6.659 -1.480
H: -1.107 4.467 -1.436
H: 2.266 1.443 -3.932
H: 0.090 -3.395 -2.263
H: 0.096 -2.433 -3.732
H: -2.067 -2.346 -1.582
H: -2.211 -3.203 -3.147
H: -5.056 -0.884 -1.617
H: -5.796 -0.075 0.597
H: -4.348 1.444 1.911
H: -2.144 2.132 1.017
H: -1.410 1.340 -1.202
H: 0.123 0.408 -4.967
H: 0.957 -0.227 -7.211
H: 2.863 -1.790 -7.428
H: 3.924 -2.724 -5.393
H: 3.081 -2.082 -3.154
Cl: 2.582 -8.155 2.462
C: 2.139 -6.467 2.342
C: 2.430 -5.766 1.186
C: 2.064 -4.437 1.100
Cl: 2.448 -3.549 -0.346
C: 1.379 -3.732 2.133
O: 0.995 -2.505 2.068
C: 1.154 -4.512 3.291
Cl: 0.353 -3.737 4.625
C: 1.508 -5.844 3.400
H: 2.941 -6.247 0.362
H: 1.282 -6.389 4.307
C: -2.785 -2.587 2.631
C: -2.505 -2.932 1.169
C: -1.968 -4.358 1.055
O: -1.643 -2.019 0.582
H: -3.581 -3.218 3.041
H: -3.095 -1.540 2.700
H: -1.878 -2.731 3.229
H: -3.474 -2.899 0.640
H: -2.667 -5.085 1.485
H: -1.800 -4.610 0.003
H: -1.012 -4.431 1.584
N: -0.358 -0.344 3.081
C: 0.552 0.380 3.869
C: 0.114 1.289 4.832
C: 1.022 1.978 5.623
C: 2.387 1.775 5.471
C: 2.829 0.892 4.490
C: 1.927 0.204 3.694
H: -0.128 -1.338 3.039
H: -1.327 -0.175 3.297
H: -0.952 1.463 4.948
H: 0.659 2.673 6.372
H: 3.094 2.297 6.103
H: 3.893 0.744 4.339
H: 2.268 -0.471 2.919

Computed properties:
Kohn-Sham gap (spin up / spin down)   7.216 / 7.199 eV
Charge   -1
Energy relative to the best compared isomer or geometry (same formula, charge and spin)   15.7 kcal/mol
LUMO level (spin up / spin down)   2.077 / 2.077 eV
Spin multiplicity   5